DFT (ωB97M-V/def2-TZVPD) results for 2 unconnected molecules or ions with the total composition C4H10N2.

Cartesian coordinates (Å):
N 0.963 0.731 1.346
C 1.182 0.115 0.074
C 2.132 0.745 -0.833
H 0.076 0.446 1.747
H 0.999 1.742 1.294
H 1.339 -0.956 0.195
H 2.684 0.156 -1.547
H 2.188 1.824 -0.884
N 0.094 0.261 -0.923
C -2.031 -0.625 -0.350
C -2.013 -1.371 0.741
H -0.330 -0.521 -1.421
H -0.323 1.167 -1.070
H -2.957 -0.289 -0.820
H -2.917 -1.731 1.239
H -1.085 -1.696 1.213

Its largest force on an atom is 1.3 eV/Å. The value obtained for the energy relative to the best compared isomer or geometry (same formula, charge and spin) is 6.125 eV. The electronic energy is -7284.4945 eV. For the lowest unoccupied orbital energy (alpha / beta), the calculation gives 0.484 / 0.973 eV. For the highest occupied orbital energy (alpha / beta), the calculation gives -6.98 / -7.61 eV.

Atom charges from the natural (NBO) analysis, given in e for atoms 1 to 2:
1 N -0.822
2 C 0.030